Record 1
{"formula": "C2H4N4S", "method": "wB97M-V/def2-TZVPD", "fmax_ha_per_bohr": 0.07692, "lumo_energy_ev": 0.06, "homo_energy_ev": -8.43, "symbols": ["S", "N", "N", "N", "N", "C", "C", "H", "H", "H", "H"], "positions_angstrom": [[1.5057, -1.0456, -1.4745], [0.3117, -0.1405, 0.7127], [-2.6360, 1.6039, -0.2714], [1.3954, -0.2737, 1.5332], [-1.8349, 0.9505, -0.6956], [-0.9815, 0.2063, -1.2021], [0.1833, -0.3257, -0.6102], [2.2462, -0.3342, 1.0440], [1.2723, -1.1085, 2.0803], [-1.0086, 0.1170, -2.2105], [-0.4535, 0.3505, 1.0941]], "atomic_forces_ev_per_a": [[-1.794, 0.797, 0.617], [-1.154, 0.100, -1.294], [-0.735, 0.703, 0.511], [-0.673, 0.017, 1.433], [-1.984, 1.593, 1.596], [2.327, -1.991, -0.734], [3.700, -1.163, 0.776], [1.010, -0.042, -1.182], [0.195, -0.373, 0.156], [-0.411, -0.314, -2.976], [-0.481, 0.672, 1.098]], "nbo_charge": [-0.29, -0.39, 0.03, -0.63, 0.09, -0.31, 0.13, 0.39, 0.36, 0.26, 0.36]}

***

Record 2
{"formula": "C6H14N2", "method": "wB97M-V/def2-TZVPD", "fmax_ha_per_bohr": 0.01183, "lumo_energy_ev": 0.89, "homo_energy_ev": -8.29, "symbols": ["N", "N", "C", "C", "C", "C", "C", "C", "H", "H", "H", "H", "H", "H", "H", "H", "H", "H", "H", "H", "H", "H"], "positions_angstrom": [[-0.0096, 0.3692, -0.7637], [-3.3290, -1.0488, -0.0975], [1.0923, -0.2998, -0.1196], [-0.5229, 1.6114, -0.4438], [1.9532, 0.4472, 0.8752], [1.1670, 0.1133, -1.5490], [0.8585, -1.7560, 0.2212], [-0.9729, 1.9463, 0.7588], [-1.4539, 2.8899, 0.9316], [1.7975, -2.3055, 0.1897], [-0.6260, 2.2796, -1.2923], [0.4414, -1.8464, 1.2234], [-0.8916, 1.2790, 1.6006], [1.9815, 1.5093, 0.6379], [1.8095, 0.9468, -1.8161], [0.1612, -2.2003, -0.4829], [-2.9887, -1.1789, 0.8476], [2.9700, 0.0552, 0.8462], [1.5648, 0.3320, 1.8852], [-3.4396, -1.9688, -0.5146], [-2.6097, -0.5489, -0.6062], [1.0471, -0.6258, -2.3315]], "atomic_forces_ev_per_a": [[-0.437, -0.387, -0.089], [-0.132, -0.095, 0.003], [0.360, -0.333, 0.359], [-0.041, 0.286, -0.041], [-0.130, 0.077, -0.278], [0.124, 0.064, -0.327], [0.034, 0.249, -0.091], [0.022, 0.071, 0.075], [-0.059, 0.247, -0.048], [0.080, -0.078, 0.027], [-0.022, 0.047, 0.007], [-0.039, -0.025, 0.072], [0.023, -0.183, 0.114], [0.049, 0.024, 0.050], [0.022, 0.062, 0.130], [-0.053, -0.061, -0.078], [-0.001, -0.017, -0.032], [0.009, -0.037, 0.041], [-0.010, 0.020, 0.102], [0.100, 0.175, 0.058], [0.088, -0.049, -0.020], [0.012, -0.057, -0.036]], "nbo_charge": [-0.43, -1.08, 0.11, 0.00, -0.63, -0.24, -0.61, -0.48, 0.21, 0.21, 0.19, 0.21, 0.19, 0.22, 0.19, 0.22, 0.35, 0.22, 0.21, 0.35, 0.37, 0.20]}

***

Record 3
{"formula": "C17H24B3F8N7O8Pb", "method": "wB97M-V/def2-TZVPD", "fmax_ha_per_bohr": 0.06523, "lumo_energy_ev": -0.98, "homo_energy_ev": -9.15, "symbols": ["Pb", "F", "F", "F", "F", "F", "F", "F", "F", "O", "O", "O", "O", "O", "O", "O", "O", "N", "N", "N", "N", "N", "N", "N", "C", "C", "C", "C", "C", "C", "C", "C", "C", "C", "C", "C", "C", "C", "C", "C", "C", "B", "B", "B", "H", "H", "H", "H", "H", "H", "H", "H", "H", "H", "H", "H", "H", "H", "H", "H", "H", "H", "H", "H", "H", "H", "H", "H"], "positions_angstrom": [[-1.2335, 0.2970, -0.5206], [-5.3171, -0.8678, -2.4043], [1.2143, -1.0340, -1.8219], [-3.9809, -0.8745, -0.5226], [-2.1353, 2.2482, 3.6547], [-3.6063, 0.5587, -2.2336], [3.4301, -1.6334, -2.2039], [-5.4243, 0.8589, -0.8514], [-2.0092, 0.9355, 1.8014], [0.5442, -1.7535, 0.8335], [1.0442, -3.5821, 2.1506], [-0.2192, 0.9714, 3.3862], [2.6126, -2.0293, -0.0816], [-1.9237, -1.7405, -2.9008], [-3.7736, -3.0103, -2.8010], [2.9394, 0.2354, -0.9654], [-0.5630, 2.8711, 1.9174], [1.9751, 0.8778, -0.2567], [0.1408, 2.3619, 0.8672], [1.9095, -1.5245, 0.9262], [0.4156, 0.1602, 2.5255], [-1.0741, -2.9936, -0.5370], [-2.2351, 2.5558, -1.0340], [-0.5941, 1.0512, -2.8119], [3.3216, 2.8434, -0.8632], [1.5754, -0.2190, 2.9479], [-0.9197, -5.1185, 0.6123], [-1.4384, 3.2425, -2.1272], [-1.9643, -3.5608, -1.3580], [-2.3398, -4.9393, -1.2824], [-0.5696, -3.7786, 0.4111], [3.8758, -0.8811, 2.1746], [1.8481, 3.8345, 1.7106], [2.0165, -0.0253, 4.3878], [2.2003, 2.1195, -0.1562], [-1.1881, 2.2979, -3.3105], [-1.8002, -5.6977, -0.2775], [1.2916, 2.8462, 0.7307], [2.3887, -0.9002, 1.9114], [-2.5681, -2.6803, -2.4219], [0.4098, -3.1128, 1.2558], [-4.6540, -0.0850, -1.5131], [-1.2714, 1.7733, 2.7089], [2.5069, -1.0935, -1.3579], [4.3401, 0.0726, 1.9220], [1.1331, 4.6097, 1.9876], [2.7455, 4.3413, 1.3626], [2.3402, -0.9875, 4.8532], [3.6506, 2.3689, -1.7850], [-1.9947, 4.1257, -2.5099], [4.2022, 2.8904, -0.1953], [-0.4920, -5.6250, 1.4571], [-0.4870, 3.6493, -1.7379], [0.3873, 0.9397, -3.1337], [-3.2295, 2.5460, -1.2976], [-2.1339, -6.7482, -0.2722], [4.1293, -1.0940, 3.1975], [-4.1851, -2.2147, -3.2278], [4.4326, -1.5705, 1.4765], [2.8661, 0.6461, 4.4815], [-0.9347, 0.2061, -3.2898], [-2.9850, -5.3902, -2.0291], [3.0688, 3.8783, -1.1717], [-2.2259, 2.0455, -3.6851], [1.1581, 0.3300, 4.9576], [-0.6665, 2.7413, -4.1366], [2.1721, 3.3807, 2.6437], [-2.1496, 3.0534, -0.1665]], "atomic_forces_ev_per_a": [[-0.076, 0.045, 0.112], [-0.895, -0.701, -0.647], [-0.473, -0.464, -0.189], [0.138, -0.167, -0.156], [0.585, 0.429, -0.264], [0.405, 0.381, -0.222], [-0.221, -0.089, -0.094], [-0.076, -0.076, -0.389], [0.220, 0.280, 0.008], [1.420, -1.009, 0.240], [-0.189, 0.385, -0.467], [-0.182, -0.518, -0.123], [-0.583, 0.140, 0.004], [-1.026, -1.181, 0.902], [-0.540, 0.195, -0.161], [0.349, -0.076, -0.356], [-1.055, -0.190, 0.658], [-0.027, -0.187, 0.091], [-1.581, -0.721, -0.275], [-0.554, -0.222, -0.959], [0.559, 1.066, 0.254], [-1.205, -0.810, -0.996], [0.487, 0.351, -1.326], [1.610, -1.029, -1.349], [0.476, 0.561, 0.120], [-0.777, -0.711, 0.032], [0.346, 0.752, 0.162], [-0.245, 0.689, 0.048], [-0.383, -1.103, 0.077], [0.491, 1.802, -0.443], [-0.951, -0.491, -0.359], [0.865, -0.593, -2.352], [0.368, 0.928, -0.028], [0.370, -0.914, -0.105], [0.377, 1.164, -1.171], [-2.631, -0.823, 0.728], [-0.511, -1.069, -0.238], [1.038, 0.334, 1.169], [1.312, 0.720, 3.002], [1.956, 1.749, -0.610], [0.216, -0.007, 0.677], [0.850, 0.612, 1.229], [-0.269, -0.049, -0.478], [0.896, -0.028, 0.191], [-0.412, 0.382, 0.111], [-0.109, -0.206, -0.113], [0.011, -0.044, -0.433], [-0.234, 0.511, -0.539], [-0.154, -0.459, 0.205], [0.240, -0.456, 0.229], [-0.270, 0.082, -0.332], [0.115, -0.289, 0.099], [-0.405, -0.463, 0.185], [-0.398, 0.622, 0.873], [0.541, -0.298, 0.175], [0.549, 0.522, 0.521], [-0.281, -0.186, 0.412], [0.119, -0.542, 0.292], [-0.848, 0.381, 0.873], [-0.059, 0.273, 0.036], [-0.772, 0.415, 0.198], [-0.079, 0.293, 0.160], [-0.144, -0.464, 0.620], [1.124, 0.138, 0.210], [0.270, 0.147, -0.131], [0.508, 0.379, -0.173], [-0.280, -0.507, 0.144], [0.087, 0.415, 0.434]], "nbo_charge": [1.56, -0.55, -0.53, -0.58, -0.51, -0.59, -0.51, -0.55, -0.57, -0.34, -0.51, -0.54, -0.49, -0.62, -0.65, -0.59, -0.59, -0.12, -0.15, 0.26, -0.02, -0.34, -0.93, -0.95, -0.69, 0.10, -0.16, -0.23, 0.10, -0.17, 0.03, -0.68, -0.68, -0.68, 0.17, -0.25, -0.18, 0.20, 0.38, 0.79, 0.78, 1.34, 1.29, 1.27, 0.26, 0.25, 0.22, 0.23, 0.25, 0.20, 0.23, 0.25, 0.20, 0.40, 0.42, 0.24, 0.25, 0.54, 0.27, 0.23, 0.43, 0.24, 0.22, 0.22, 0.27, 0.21, 0.24, 0.40]}